# 1
This record from OMol25 describes C42H57Cl3N2O12P2SSeTi as an isolated structure in a non-equilibrium geometry. The level of theory is wB97M-V/def2-TZVPD.

Geometry as XYZ:
```
121
Properties=species:S:1:pos:R:3:forces:R:3:lowdin_charge:R:1
Ti 0.1283 -0.7399 -0.3899 -3.609 -1.773 -2.318 0.9082
C 0.3250 6.2973 5.7351 -0.034 -0.072 0.029 -0.0554
C -0.2975 4.8973 5.8566 -0.005 0.047 -0.004 -0.5564
C -1.7969 5.0191 5.5792 0.077 -0.035 -0.012 -0.0646
C -0.1135 4.3756 7.2898 -0.025 0.048 -0.049 -0.0522
C 0.3901 3.9451 4.8787 -0.182 0.161 0.138 -0.1940
C -0.2721 3.2937 3.8501 -0.112 -0.107 -0.193 -0.0957
C 0.3932 2.4137 3.0165 0.128 -0.206 -0.379 -0.3454
Se -0.5924 1.5985 1.5222 0.192 0.479 1.089 1.2646
C -1.5949 0.3160 2.5466 0.127 -0.209 -0.483 -0.3417
C -2.2824 0.6650 3.6923 0.023 0.059 -0.023 -0.0461
C -2.9522 -0.2956 4.4316 0.015 -0.036 0.004 -0.1745
C -2.8067 -1.6150 4.0225 -0.050 0.083 0.090 -0.0128
C -2.1233 -2.0215 2.8810 0.265 0.036 -0.423 -0.0647
C -1.5816 -1.0063 2.0464 -0.432 0.315 0.730 -0.2684
O -1.0833 -1.2143 0.8339 -1.017 -0.637 1.664 -0.3206
C -1.9530 -3.5448 2.7140 -0.022 -0.025 0.000 -0.5236
C -3.3318 -4.2250 2.7484 0.044 0.044 0.051 -0.0549
C -1.2558 -4.0018 1.4350 -0.075 0.091 0.019 -0.0554
C -1.0961 -4.0383 3.8933 -0.074 0.005 -0.009 -0.0442
C -3.7878 0.0383 5.6638 -0.057 -0.012 0.110 -0.5531
C -3.9790 1.5477 5.8367 0.056 -0.113 -0.006 -0.0678
C -5.1822 -0.5939 5.5327 0.058 0.034 -0.003 -0.0558
C -3.0959 -0.5109 6.9204 -0.043 0.034 -0.056 -0.0478
C 1.7965 2.1574 3.1333 -0.128 -0.421 -0.485 -0.3536
O 2.3638 1.3186 2.3161 0.425 0.015 -0.294 -0.1868
C 2.4904 2.8799 4.1547 -0.066 0.030 0.056 -0.0835
C 1.7547 3.7193 4.9811 0.088 -0.067 0.001 -0.0240
C 4.0115 2.8816 4.4127 0.020 -0.032 -0.059 -0.5302
C 4.5429 4.2958 4.1164 -0.007 -0.060 0.050 -0.0548
C 4.2875 2.5324 5.8862 0.020 0.031 -0.059 -0.0619
C 4.8429 1.9085 3.5718 -0.045 0.040 -0.005 -0.0594
H -0.1523 7.0006 6.4248 -0.014 0.001 0.011 0.0744
H 1.3918 6.2719 5.9593 0.024 0.022 -0.006 0.0704
H 0.2053 6.6690 4.7161 0.007 0.034 0.002 0.0883
H -2.2504 5.7321 6.2724 0.011 -0.001 0.030 0.0793
H -1.9797 5.3723 4.5631 -0.040 0.000 0.001 0.0872
H -2.2984 4.0574 5.7062 -0.014 0.059 -0.046 0.0600
H -0.6111 5.0287 8.0137 -0.010 0.019 -0.003 0.0756
H -0.5342 3.3722 7.3781 -0.006 -0.012 0.026 0.0832
H 0.9434 4.3188 7.5525 0.015 -0.017 0.020 0.0721
H -1.3257 3.4585 3.6639 0.041 0.120 0.026 0.0834
H -2.2742 1.7014 3.9969 -0.082 -0.084 -0.009 0.0764
H -3.2486 -2.3861 4.6429 0.022 -0.002 -0.022 0.0933
H -3.9752 -3.7996 1.9761 -0.025 -0.034 -0.006 0.0902
H -3.2229 -5.2959 2.5587 0.006 -0.013 0.007 0.0773
H -3.8265 -4.1028 3.7140 -0.039 -0.025 -0.039 0.0655
H -1.8397 -3.7417 0.5569 0.037 0.039 -0.139 0.0382
H -0.2676 -3.5643 1.3333 0.088 0.066 -0.064 0.0762
H -1.1431 -5.0902 1.4631 -0.026 0.011 0.029 0.0866
H -1.5301 -3.7554 4.8545 0.034 -0.030 0.004 0.0702
H -1.0020 -5.1275 3.8617 0.002 -0.012 -0.018 0.0795
H -0.0969 -3.6049 3.8266 0.010 0.000 0.043 0.0950
H -4.4197 1.9887 4.9411 0.013 0.052 0.001 0.0939
H -4.6494 1.7377 6.6784 0.015 0.013 0.023 0.0805
H -3.0304 2.0470 6.0418 -0.018 -0.008 -0.027 0.0624
H -5.6746 -0.2290 4.6297 -0.030 -0.020 -0.004 0.0906
H -5.1272 -1.6809 5.4723 -0.012 -0.015 -0.018 0.0705
H -5.8006 -0.3334 6.3967 0.002 -0.001 0.010 0.0755
H -2.1100 -0.0567 7.0338 0.013 -0.014 0.022 0.0882
H -3.6890 -0.2903 7.8133 0.009 -0.004 0.014 0.0768
H -2.9639 -1.5918 6.8524 0.009 -0.013 0.012 0.0753
H 2.2956 4.2499 5.7574 -0.029 0.031 0.000 0.0895
H 4.0749 5.0481 4.7550 0.000 -0.004 -0.027 0.0683
H 5.6242 4.3328 4.2781 0.028 0.018 -0.006 0.0756
H 4.3367 4.5555 3.0767 0.026 0.030 -0.002 0.0907
H 3.8838 3.2772 6.5744 -0.012 -0.051 0.011 0.0644
H 3.8493 1.5627 6.1278 -0.005 0.001 0.033 0.0897
H 5.3664 2.4720 6.0538 0.024 0.015 0.024 0.0741
H 4.7712 2.1231 2.5097 -0.092 -0.083 -0.077 0.0810
H 5.8938 2.0059 3.8635 0.014 0.052 0.046 0.0752
H 4.5464 0.8790 3.7417 -0.096 -0.146 -0.103 0.0824
C -1.0769 -3.6644 -6.1305 -0.059 -0.061 0.137 -0.0750
C -1.3846 -4.5621 -4.9336 0.130 0.060 -0.114 -0.2279
N -1.8670 -3.8031 -3.7898 0.061 0.103 0.035 -0.1387
C -3.3036 -3.6030 -3.6778 -0.051 -0.058 0.305 -0.2641
C -3.9392 -4.4915 -2.6069 0.092 0.053 -0.179 -0.0903
C -0.9792 -3.1618 -2.9764 -0.042 0.134 0.208 -0.6581
S -1.5974 -2.2201 -1.6955 -0.088 -0.108 0.031 0.8624
N 0.2995 -3.3845 -3.2799 0.162 -0.110 -0.172 0.0989
C 1.3282 -2.7375 -2.7290 -0.515 0.006 -0.248 -0.3945
O 1.2754 -1.7797 -1.9265 0.240 0.099 0.076 -0.1618
C 2.6634 -3.1940 -3.2385 0.156 0.035 -0.001 -0.1029
C 3.8194 -2.5064 -2.8861 -0.074 0.001 0.019 -0.0016
C 5.0517 -2.9243 -3.3648 0.076 -0.009 -0.036 -0.0658
C 5.1432 -4.0187 -4.2102 -0.022 0.002 -0.011 -0.1081
C 3.9905 -4.7009 -4.5787 0.025 -0.043 0.002 -0.1051
C 2.7605 -4.2933 -4.0921 -0.032 0.036 0.034 -0.0330
H -0.7670 -4.2599 -6.9920 0.000 0.010 -0.014 0.0657
H -0.2722 -2.9806 -5.8635 0.008 0.015 -0.036 0.0697
H -1.9550 -3.0767 -6.4057 0.006 0.004 -0.043 0.0687
H -0.4790 -5.0837 -4.6334 -0.052 -0.092 -0.023 0.0946
H -2.1482 -5.2997 -5.1928 -0.008 -0.008 0.060 0.1101
H -3.7449 -3.8223 -4.6523 0.042 0.083 -0.032 0.1096
H -3.4942 -2.5571 -3.4316 -0.023 -0.002 -0.087 0.0876
H -3.7806 -5.5477 -2.8355 -0.020 -0.010 0.007 0.0679
H -5.0122 -4.2992 -2.5430 -0.005 -0.022 0.002 0.0692
H -3.4858 -4.2661 -1.6444 -0.031 -0.041 0.060 0.0367
H 3.7472 -1.6409 -2.2490 0.028 -0.053 -0.071 0.0780
H 5.9483 -2.3921 -3.0729 -0.029 0.042 0.009 0.1031
H 6.1073 -4.3406 -4.5873 0.007 0.008 0.013 0.0892
H 4.0527 -5.5535 -5.2452 -0.009 -0.005 0.011 0.0883
H 1.8587 -4.8176 -4.3702 -0.037 -0.008 -0.001 0.0898
O 3.2056 -1.3080 2.0227 -0.454 0.941 -0.244 -0.1190
P 2.8063 -1.8121 0.5805 1.224 -0.355 0.375 0.2693
O 3.4250 -3.0918 0.2266 -0.134 0.115 0.006 -0.2378
O 1.2554 -1.7670 0.5637 1.189 -0.281 0.871 -0.3261
O 3.3379 -0.6197 -0.3799 -0.568 0.109 0.138 -0.2483
P 2.6669 0.6701 -1.1072 1.436 0.361 -0.566 0.2423
O 3.2738 1.8686 -0.2816 -0.703 -0.421 0.914 -0.1161
O 3.0188 0.7159 -2.5269 0.006 -0.012 0.163 -0.2571
O 1.1553 0.6419 -0.7506 1.873 1.316 -0.254 -0.4527
H 2.8260 -0.3741 2.1342 0.351 -0.424 0.507 0.0592
H 2.9248 1.7272 0.6611 0.363 0.519 -0.117 0.0608
Cl -1.8670 2.4019 -4.3405 -0.111 0.022 -0.206 0.5701
C -0.9496 1.7742 -2.9670 -0.157 -0.187 0.460 -1.4518
Cl -0.1193 0.2898 -3.4351 -0.031 0.391 -0.564 0.7067
Cl 0.2212 3.0127 -2.4595 -0.012 0.032 -0.030 0.6375
C -1.9170 1.4859 -1.7232 0.117 -0.124 -0.277 -0.7861
O -2.9211 2.1657 -1.6519 0.108 -0.059 0.091 0.0132
O -1.5164 0.5626 -0.9512 0.112 0.255 -0.155 -0.2768
```
Forces are in eV/Å.

Properties
Highest occupied orbital energy, eV: -2.781
Net charge: -2

---

# 2
This record from OMol25 describes C42H57Cl3N5NdSSi as an isolated structure in a non-equilibrium geometry. The level of theory is wB97M-V/def2-TZVPD.

Geometry as XYZ:
```
110
Properties=species:S:1:pos:R:3:forces:R:3:lowdin_charge:R:1
Nd 0.2727 0.1581 0.4440 -0.840 -0.569 -0.471 1.5997
N -0.2315 -1.2626 3.0844 -0.014 0.271 -0.135 -0.0089
C -1.4919 -1.3539 3.8597 -0.073 0.083 -0.110 -0.2360
C -2.6733 -0.8826 3.0221 0.106 -0.124 0.061 -0.2051
C -2.8631 -1.7263 1.7705 -0.034 0.152 0.011 -0.2104
C -3.4779 -0.9453 0.6206 0.114 -0.106 -0.018 -0.2348
N -2.5523 0.1142 0.1502 0.206 -0.166 0.162 -0.0197
H 0.0404 -2.1782 2.7473 0.055 -0.051 -0.112 0.0611
H 0.5222 -0.9519 3.6880 0.027 -0.003 0.009 0.0584
H -1.4077 -0.7293 4.7474 0.056 0.026 0.036 0.1084
H -1.6711 -2.3775 4.1966 0.068 -0.053 0.051 0.1171
H -2.4646 0.1432 2.7261 -0.031 0.127 0.057 0.0597
H -3.5822 -0.8775 3.6298 0.001 0.065 -0.006 0.1232
H -3.4701 -2.6099 1.9847 0.054 -0.034 0.000 0.1248
H -1.8837 -2.0670 1.4346 -0.072 -0.075 0.033 0.0496
H -4.4376 -0.5207 0.9228 -0.062 0.043 -0.031 0.1174
H -3.6727 -1.6291 -0.2065 0.006 0.048 -0.077 0.1105
H -2.8370 1.0178 0.5088 0.069 0.114 0.053 0.0466
H -2.6066 0.1961 -0.8582 0.121 0.045 -0.110 0.0577
C 6.3328 3.6087 -3.0034 -0.030 -0.038 -0.029 -0.0481
C 5.3896 3.5785 -1.7924 -0.012 0.047 0.044 -0.5507
C 5.9677 4.4486 -0.6641 -0.010 -0.009 -0.012 -0.0383
C 4.0461 4.1703 -2.2224 -0.020 -0.011 0.034 -0.0645
C 5.2368 2.1445 -1.2833 -0.032 0.060 0.026 -0.1593
C 6.3863 1.4164 -0.9356 0.080 -0.155 0.085 -0.0259
C 6.3156 0.1222 -0.4595 0.087 0.069 -0.028 -0.0704
C 5.0638 -0.4599 -0.3157 -0.171 0.031 0.105 -0.4807
S 4.6716 -2.0489 0.2544 -0.436 0.359 -0.323 1.1149
C 2.9748 -1.6958 0.0097 0.952 1.776 -0.349 -0.5576
N 2.7159 -0.4526 -0.3995 0.051 -1.158 0.489 0.0019
C 3.8970 0.2524 -0.6160 0.293 -0.119 0.014 -0.3150
C 3.9983 1.5500 -1.1213 -0.145 -0.025 0.028 0.0203
C 1.9841 -2.7073 0.1872 -2.407 -1.782 0.752 -0.2975
C 2.3735 -4.0684 0.3288 0.217 1.148 -0.372 -0.0699
C 1.4426 -5.0674 0.3570 -1.304 -0.178 -0.042 -0.0785
C 0.0634 -4.7482 0.2334 1.125 -0.637 -0.023 -0.0724
C -0.3270 -3.4375 0.1095 0.253 0.197 0.451 -0.1822
C 0.5809 -2.3713 0.1829 1.129 0.629 -0.618 -0.2363
H 6.3931 4.6245 -3.4040 0.015 -0.049 0.027 0.0844
H 5.9624 2.9486 -3.7923 0.032 0.045 0.011 0.0921
H 7.3444 3.2915 -2.7431 -0.043 0.003 -0.006 0.0749
H 6.0652 5.4881 -0.9959 0.001 -0.104 0.015 0.0877
H 6.9540 4.0946 -0.3542 -0.044 0.031 -0.024 0.0806
H 5.3124 4.4225 0.2090 0.010 0.018 -0.009 0.0705
H 4.2017 5.1769 -2.6166 -0.014 -0.012 0.013 0.0904
H 3.3522 4.2437 -1.3780 0.038 -0.018 -0.071 0.0655
H 3.5854 3.5633 -3.0070 0.065 0.081 0.062 0.0719
H 7.3634 1.8737 -1.0369 -0.044 -0.008 -0.012 0.1101
H 7.2127 -0.4270 -0.2006 -0.016 0.048 -0.025 0.1106
H 3.0852 2.0647 -1.3802 0.047 -0.003 0.018 0.0751
H 3.4260 -4.3169 0.3502 0.091 -0.126 0.027 0.0771
H 1.7613 -6.0987 0.4266 -0.048 -0.022 0.076 0.1000
H -0.6845 -5.5309 0.2258 0.077 -0.140 -0.061 0.0994
H -1.3906 -3.2482 -0.0093 0.082 0.023 -0.005 0.0743
C -1.8761 4.6112 -2.0185 0.002 0.041 0.133 -0.0535
C -0.9158 5.5501 -1.2791 0.195 -0.128 -0.050 -0.3605
C 0.2986 5.9137 -2.1490 -0.032 -0.024 0.041 -0.0601
C -0.5852 5.1912 0.1853 -0.190 -0.038 0.010 -0.1336
C -0.3773 6.3026 1.0026 -0.032 0.086 -0.003 -0.0492
C -0.4083 6.2235 2.3785 0.009 0.007 -0.005 -0.0667
C -0.7882 5.0250 2.9634 0.124 0.045 0.099 -0.0400
C -0.9464 3.8776 2.2063 -0.083 -0.082 -0.254 -0.1659
C -1.6373 2.6690 2.8195 -0.101 0.187 0.110 -0.3957
C -3.1480 2.8248 2.5675 0.024 -0.077 -0.071 -0.0526
C -1.3869 2.4574 4.3135 -0.155 -0.242 -0.050 -0.1050
C -0.6800 3.9248 0.8119 0.011 0.247 0.177 -0.2003
N -0.5235 2.7220 0.0746 -0.065 -0.102 0.065 0.0082
C 0.2986 2.8258 -0.9339 -0.313 0.162 0.066 -0.2133
C 0.4993 1.8612 -1.9447 0.112 -0.231 -0.028 -0.3836
C 1.1031 2.1134 -3.1854 0.014 0.038 -0.065 -0.0385
C 0.8616 0.9978 -3.9690 0.119 -0.013 -0.071 -0.0141
C 0.1526 0.0808 -3.1673 0.013 -0.018 -0.066 -0.2552
N -0.0751 0.5941 -1.9479 -0.201 0.133 0.091 -0.0299
C -0.2850 -1.3078 -3.5759 0.051 -0.075 0.107 -0.5354
C -1.5094 -1.7440 -2.7647 0.047 0.078 -0.076 -0.0552
C -0.6425 -1.3250 -5.0638 -0.024 0.049 -0.026 -0.0556
C 0.8781 -2.2863 -3.3329 -0.015 0.048 0.007 -0.0209
H -2.2900 5.1341 -2.8845 0.022 -0.002 0.044 0.0834
H -2.7059 4.3181 -1.3703 0.019 0.001 -0.034 0.0826
H -1.3969 3.7076 -2.3879 0.015 -0.042 -0.030 0.0614
H -1.4779 6.4782 -1.1590 0.007 0.071 0.022 0.1246
H 0.7769 5.0288 -2.5759 -0.019 0.089 0.008 0.0509
H 1.0455 6.4595 -1.5689 -0.009 0.000 -0.036 0.0820
H -0.0141 6.5475 -2.9815 0.007 -0.036 -0.011 0.0822
H -0.2429 7.2704 0.5272 -0.014 -0.044 0.017 0.1173
H -0.2239 7.1011 2.9858 -0.035 -0.030 -0.017 0.1044
H -0.9572 4.9913 4.0334 0.057 0.047 -0.154 0.1036
H -1.3032 1.7861 2.2798 0.109 -0.264 -0.061 0.0445
H -3.5210 3.6912 3.1191 -0.015 -0.025 -0.037 0.0934
H -3.7015 1.9405 2.9076 0.067 0.138 -0.032 0.0700
H -3.3596 2.9921 1.5067 -0.005 0.024 0.040 0.0768
H -1.4377 3.3945 4.8683 -0.084 -0.124 0.025 0.0702
H -0.4089 2.0194 4.5027 -0.542 0.092 -0.012 -0.0492
H -2.1512 1.7978 4.7289 -0.081 -0.040 -0.021 0.0765
H 0.8528 3.7510 -1.0633 0.102 -0.023 0.021 0.1028
H 1.5984 3.0299 -3.4768 -0.085 -0.101 0.018 0.0933
H 1.1632 0.8561 -4.9967 -0.046 -0.004 0.083 0.1039
H -2.3662 -1.1001 -2.9895 0.019 -0.027 0.011 0.0893
H -1.2999 -1.6947 -1.6970 -0.020 -0.026 -0.001 0.0264
H -1.7759 -2.7745 -3.0130 -0.001 0.031 0.014 0.0929
H -1.4027 -0.5746 -5.2963 0.026 -0.047 0.000 0.0910
H -1.0318 -2.3091 -5.3347 0.016 0.017 -0.020 0.0852
H 0.2337 -1.1290 -5.6849 -0.043 -0.009 0.009 0.0777
H 1.1427 -2.3138 -2.2763 -0.012 -0.019 -0.050 0.0558
H 1.7615 -1.9744 -3.8955 -0.040 -0.022 -0.012 0.0920
H 0.6025 -3.2978 -3.6474 -0.002 0.050 0.011 0.0910
Cl 3.5820 0.3679 2.7790 -0.076 -0.049 -0.092 0.1616
Si 1.8640 1.6083 2.4714 0.843 0.407 0.546 -0.5774
Cl 2.6638 3.3184 1.5137 0.121 0.067 -0.088 0.2268
Cl 1.7455 2.3359 4.4523 0.558 0.047 0.032 0.2162
```
Forces are in eV/Å.

Properties
2S+1: 4
Highest occupied orbital energy (alpha / beta), eV: -7.421 / -7.427
<S²>: 3.754

---

In the order shown, the computed ΔE to the lowest compared entry with this formula, charge and spin values come out to 52.7 0.0 kcal/mol.